1.
DFT (ωB97M-V with the def2-TZVPD basis set) results for the molecule C3H3F3 in a non-equilibrium geometry.

Computed properties:
* charge: 0
* highest occupied orbital energy: -11.35 eV
* multiplicity: 1
* frontier orbital gap: 12.3 eV
* lowest unoccupied orbital energy: 0.98 eV

Structure (XYZ):
```
9
Properties=species:S:1:pos:R:3:forces:R:3
F -0.529887 -0.547261 1.834081 -0.081 0.617 -0.361
C 0.190736 -0.436086 0.677941 1.838 -0.681 1.940
C 0.343289 0.849220 -0.135126 -0.278 0.139 0.741
C -0.404561 -0.322834 -0.607037 -1.288 -0.518 -1.482
F -1.753428 -0.205062 -0.735598 0.624 -0.091 0.031
F 0.083893 -1.157531 -1.541270 -0.055 0.189 -0.511
H 1.106640 -1.036113 0.757599 -0.501 0.081 -0.240
H 1.270038 1.255409 -0.485904 0.470 -0.434 -0.206
H -0.306720 1.600259 0.235314 -0.729 0.698 0.088
```
Positions in Å, forces in eV/Å.


2.
DFT (ωB97M-V with the def2-TZVPD basis set) results for the molecule C3H3F3N2O in a non-equilibrium geometry.

Computed properties:
* charge: 0
* highest occupied orbital energy: -10.45 eV
* multiplicity: 1
* frontier orbital gap: 10.4 eV
* lowest unoccupied orbital energy: -0.02 eV

Structure (XYZ):
```
12
Properties=species:S:1:pos:R:3:forces:R:3
C -1.905403 0.123793 0.078990 0.649 1.470 2.339
O -0.706067 -0.046698 0.860561 1.015 -0.341 0.854
C 0.427375 0.361287 0.200345 0.381 -3.676 -0.049
C 1.592160 -0.820225 -0.036558 -2.797 3.353 0.483
F 2.282502 -0.402569 -1.061775 0.877 -0.010 -1.702
F 2.444579 -0.826401 0.978154 -0.275 -0.951 0.653
F 1.024515 -1.985270 -0.306360 0.432 -0.229 0.503
N 0.241002 1.392873 -0.760350 0.771 0.217 -0.881
N 0.872458 1.689002 0.251315 0.221 1.390 0.615
H -2.696138 -0.333805 0.762202 0.712 1.177 -1.404
H -1.719148 -0.386707 -0.807522 -0.478 -1.147 -1.728
H -1.857830 1.234716 -0.159006 -1.509 -1.251 0.316
```
Positions in Å, forces in eV/Å.


3.
DFT (ωB97M-V with the def2-TZVPD basis set) results for a cluster of 2 separate species, C3H3F3N2O2S in total in a non-equilibrium geometry.

Computed properties:
* charge: 0
* highest occupied orbital energy (alpha / beta): -9.17 / -9.17 eV
* multiplicity: 1
* frontier orbital gap (alpha / beta): 8.5 / 8.5 eV
* lowest unoccupied orbital energy (alpha / beta): -0.63 / -0.63 eV

Structure (XYZ):
```
14
Properties=species:S:1:pos:R:3:forces:R:3
C 0.003715 -1.840530 -1.174984 -0.843 -3.202 -1.615
C -0.325199 0.253861 -0.088129 1.004 -1.460 1.173
C -0.822299 1.500003 0.453197 -1.040 3.710 1.192
N 1.155658 -1.169013 -0.903637 2.468 -1.189 -1.031
N 0.932295 0.149155 -0.622119 -1.011 3.183 1.707
O -0.107304 -2.967920 -1.667318 0.640 2.378 1.113
O -0.337846 -0.618368 1.938908 1.400 2.598 -1.338
F -1.076106 2.536404 -0.427597 0.020 -1.362 -0.637
F -1.915522 1.378618 1.174194 -0.953 -0.602 -0.463
F 0.058686 2.064688 1.258842 1.824 0.244 0.767
S -1.432300 -0.851298 -0.748016 0.348 -0.792 -0.227
H 2.100543 -1.483604 -1.282054 -2.081 0.664 0.630
H 1.621867 0.916880 -0.340625 -0.761 -2.387 -0.412
H 0.143813 0.131123 2.429338 -1.018 -1.784 -0.858
```
Positions in Å, forces in eV/Å.


4.
DFT (ωB97M-V with the def2-TZVPD basis set) results for the molecule C3H3F4NO2 in a non-equilibrium geometry.

Computed properties:
* charge: 0
* highest occupied orbital energy: -10.87 eV
* multiplicity: 1
* frontier orbital gap: 11.5 eV
* lowest unoccupied orbital energy: 0.59 eV

Structure (XYZ):
```
13
Properties=species:S:1:pos:R:3:forces:R:3
N 0.170803 1.789729 -0.623957 4.778 -4.593 1.930
C -0.603109 0.709346 -0.732488 1.778 -1.862 0.246
O -1.741032 0.568615 -1.084975 -0.764 0.281 -0.086
C 0.230211 -0.659342 -0.373036 -1.291 1.150 1.665
O -0.437035 -1.758043 -0.809698 -2.707 1.129 -0.515
F 1.513532 -0.511885 -0.854882 -0.654 -0.668 0.200
C 0.296843 -0.768388 1.219616 -0.081 1.265 1.119
F -0.964968 -0.798291 1.773449 0.913 -1.030 -1.161
F 0.797434 0.340035 1.804963 0.575 0.650 -0.621
F 1.070557 -1.741795 1.697170 -0.781 -0.530 -0.649
H 1.236849 1.614792 -0.318729 -3.631 0.726 -1.050
H -0.099047 2.656765 -0.819523 -1.513 4.193 -0.983
H -1.471039 -1.441539 -0.877908 3.378 -0.711 -0.094
```
Positions in Å, forces in eV/Å.


5.
DFT (ωB97M-V with the def2-TZVPD basis set) results for the molecule C3H3F6NO in a non-equilibrium geometry.

Computed properties:
* charge: 0
* highest occupied orbital energy: -10.88 eV
* multiplicity: 1
* frontier orbital gap: 11.6 eV
* lowest unoccupied orbital energy: 0.68 eV

Structure (XYZ):
```
14
Properties=species:S:1:pos:R:3:forces:R:3
N -1.565221 0.089117 -0.858852 1.942 -0.296 2.005
C -0.777136 -0.890013 -0.239262 2.643 2.068 1.844
F -1.403694 -1.804195 0.561460 -0.041 0.138 -0.688
F -0.020036 -1.533574 -1.151098 -0.781 -1.217 -0.614
C 0.415182 -0.190323 0.688847 -4.544 -1.253 -2.073
O -0.263822 0.633564 1.542262 -0.607 -1.403 -0.089
F 1.038971 -1.189262 1.294913 0.843 -0.502 0.772
C 1.353295 0.566504 -0.249811 0.555 -0.535 0.048
F 0.923287 0.732631 -1.496214 0.477 0.199 0.265
F 2.547395 -0.009442 -0.259483 0.372 -0.346 -0.492
F 1.520534 1.751297 0.305141 0.495 2.018 0.078
H -2.077396 -0.293008 -1.567335 -1.983 -0.755 -2.144
H -1.980410 0.773219 -0.262877 -0.361 0.010 0.280
H 0.289050 1.363487 1.692314 0.990 1.873 0.810
```
Positions in Å, forces in eV/Å.


6.
DFT (ωB97M-V with the def2-TZVPD basis set) results for a cluster of 2 separate species, C3H3F6NO in total in a non-equilibrium geometry.

Computed properties:
* charge: 0
* highest occupied orbital energy (alpha / beta): -7.23 / -9.07 eV
* multiplicity: 1
* frontier orbital gap (alpha / beta): 6.8 / 9.6 eV
* lowest unoccupied orbital energy (alpha / beta): -0.41 / 0.49 eV

Structure (XYZ):
```
14
Properties=species:S:1:pos:R:3:forces:R:3
C 1.411175 -0.417266 -0.391423 -0.088 1.028 0.075
C -1.572465 -0.371638 -1.106003 3.367 0.373 0.362
C 1.475686 0.067242 1.067069 -1.053 1.792 -1.759
N -1.302271 0.575991 -2.041889 0.201 -2.281 -1.615
O 2.446036 -1.276175 -0.478168 0.341 -0.422 -1.482
F 1.527012 0.715994 -1.216639 -0.078 -1.271 0.427
F -2.326151 0.016088 -0.109974 -0.759 0.133 0.015
F -1.767841 -1.621557 -1.456196 -0.674 -0.375 -0.494
F 1.683705 -0.935914 1.861653 0.177 -0.396 1.098
F 0.361729 0.758198 1.449878 0.663 -0.745 -0.166
F 2.486889 0.968400 1.097443 0.075 -0.381 0.846
H -0.539529 0.666334 -2.704481 0.111 -1.305 0.632
H -1.601777 1.451915 -1.878335 -1.673 3.408 1.207
H 2.701401 -1.537863 -1.394119 -0.610 0.442 0.854
```
Positions in Å, forces in eV/Å.


7.
DFT (ωB97M-V with the def2-TZVPD basis set) results for a cluster of 2 separate species, C3H3FI2 in total in a non-equilibrium geometry.

Computed properties:
* charge: 0
* highest occupied orbital energy: -9.71 eV
* multiplicity: 1
* frontier orbital gap: 9.5 eV
* lowest unoccupied orbital energy: -0.23 eV

Structure (XYZ):
```
9
Properties=species:S:1:pos:R:3:forces:R:3
F -1.851860 -0.251765 0.445595 -1.161 -1.401 0.663
C -0.772394 0.456215 0.766564 1.071 2.088 -1.681
I -1.524773 2.151122 1.999222 0.602 -0.778 -0.712
C 0.216237 0.487766 -0.369629 0.508 1.223 0.762
C 0.608225 -0.012228 0.772365 0.010 -1.002 2.296
H 0.569242 0.665848 -1.401649 -0.623 0.889 0.891
H 1.297412 -0.484676 1.531282 -0.661 0.512 -1.526
I 0.729172 -2.201522 -2.379411 0.104 0.894 0.618
H 0.728740 -0.810761 -1.364339 0.148 -2.424 -1.310
```
Positions in Å, forces in eV/Å.


8.
DFT (ωB97M-V with the def2-TZVPD basis set) results for a structure of composition C3H3FI2O in a non-equilibrium geometry.

Computed properties:
* charge: 0
* highest occupied orbital energy: -9.80 eV
* multiplicity: 1
* frontier orbital gap: 9.1 eV
* lowest unoccupied orbital energy: -0.66 eV

Structure (XYZ):
```
10
Properties=species:S:1:pos:R:3:forces:R:3
C -1.402242 0.636036 0.157888 0.930 -1.364 0.289
C -0.290508 -0.420550 0.274548 -0.505 -0.424 1.357
C 1.131593 -0.094716 -0.484099 -3.337 -2.116 1.078
O -2.521264 0.340069 -0.186823 0.874 0.999 0.280
F 0.745077 -0.183939 -1.787649 0.779 0.198 -0.339
I 2.440539 -1.746424 0.032781 -0.032 0.381 -0.259
I 1.960229 1.781596 -0.083148 0.140 0.345 0.096
H -0.981405 1.538631 0.628582 -1.131 0.966 -0.399
H -0.879524 -1.370831 0.014973 1.809 0.873 -0.310
H -0.202495 -0.479872 1.432951 0.472 0.143 -1.792
```
Positions in Å, forces in eV/Å.


9.
DFT (ωB97M-V with the def2-TZVPD basis set) results for a structure of composition C3H3FN2 in a non-equilibrium geometry.

Computed properties:
* charge: 0
* highest occupied orbital energy: -9.41 eV
* multiplicity: 1
* frontier orbital gap: 8.6 eV
* lowest unoccupied orbital energy: -0.83 eV

Structure (XYZ):
```
9
Properties=species:S:1:pos:R:3:forces:R:3
C 1.891331 0.157102 -1.276735 -1.443 -1.058 0.706
C 0.941183 -0.310775 -0.697574 2.094 1.238 -1.204
C -1.047407 0.046905 0.636095 -2.911 -0.696 1.584
N -0.561320 1.034877 1.185604 1.918 0.808 -0.292
N -0.264536 -0.416653 -0.372749 -4.281 -4.930 -0.764
F -0.770295 -1.947090 -0.594241 0.906 2.401 0.279
H 2.842366 0.308657 -1.561494 2.688 0.702 -0.744
H -2.094503 -0.503264 0.823251 2.486 1.084 -0.721
H -0.936819 1.630243 1.857843 -1.456 0.451 1.155
```
Positions in Å, forces in eV/Å.


10.
DFT (ωB97M-V with the def2-TZVPD basis set) results for the molecule C3H3FN2O3 in a non-equilibrium geometry.

Computed properties:
* charge: 0
* highest occupied orbital energy: -10.65 eV
* multiplicity: 1
* frontier orbital gap: 10.4 eV
* lowest unoccupied orbital energy: -0.27 eV

Structure (XYZ):
```
12
Properties=species:S:1:pos:R:3:forces:R:3
O 1.257919 1.365654 1.031819 0.858 -0.513 -0.416
N 0.080374 1.117193 1.088106 0.241 0.458 0.031
O -0.715428 1.799159 1.638539 -1.752 1.073 1.160
C -0.489521 -0.014266 0.313716 1.173 -1.305 -2.376
F -1.642676 -0.450574 0.869181 0.239 0.451 -0.056
C -0.619539 0.428744 -1.210304 0.167 -0.909 2.868
N 0.019991 -0.380876 -1.953420 -0.345 2.097 -1.504
O 0.811405 -1.205701 -1.285261 -0.794 -0.673 -1.011
C 0.555717 -1.089362 0.103423 0.742 -1.705 0.500
H -1.119402 1.370770 -1.362972 -0.341 -0.308 -1.055
H 1.544228 -0.785199 0.407854 -0.017 0.023 1.219
H 0.316933 -2.155542 0.359320 -0.169 1.310 0.641
```
Positions in Å, forces in eV/Å.


Quick rundown of total energy, same order as above: -415.65309, -600.36051, -1073.77396, -720.82519, -845.31781, -845.18178, -811.21932, -886.54665, -325.27075, -551.02025 hartree
Quick rundown of ΔE to the lowest compared entry with this formula, charge and spin, same order as above: 1.062, 0.490, 3.406, 0.000, 0.000, 3.702, 2.032, 0.034, 6.011, 0.332 eV